Here is C46H52BiClN13O5Se as an isolated structure from OMol25. Energies are from the ωB97M-V functional and the def2-TZVPD basis.

Atoms and positions in Å:
Bi 0.38314 -0.54898 0.51338
O 4.75264 0.47279 0.33984
C 3.61448 0.13056 -0.00802
N 2.70187 -0.47719 0.76579
C 3.07972 -0.55634 2.16646
C 2.58390 0.67331 2.88107
C 3.30865 1.31533 3.88018
C 2.78948 2.46218 4.45480
C 1.55330 2.92785 4.02847
C 0.88242 2.21733 3.04496
N 1.39201 1.12227 2.48156
C 3.22339 0.39688 -1.44220
C 4.15862 0.21917 -2.45322
C 3.78087 0.49765 -3.75551
C 2.50910 0.99525 -3.99802
C 1.65697 1.17526 -2.92014
N 1.99622 0.85500 -1.67155
H 4.15994 -0.64006 2.27564
H 2.58635 -1.42338 2.61484
H 4.27959 0.93026 4.16468
H 3.34504 2.99004 5.22138
H 1.10318 3.81785 4.45083
H -0.09771 2.49939 2.68988
H 5.14832 -0.13311 -2.19783
H 4.47128 0.33224 -4.57383
H 2.15723 1.21555 -4.99634
H 0.65306 1.55443 -3.06367
C -4.52065 0.94852 5.24228
N -3.86640 1.67805 4.17469
C -4.78600 2.16834 3.17028
C -2.53735 1.37920 3.87621
N -2.03997 1.15417 2.71003
C -2.87772 0.60621 1.73089
C -3.61355 -0.51516 2.05594
C -4.56441 -1.05290 1.17722
C -4.75626 -0.48367 -0.04606
C -3.92963 0.58230 -0.47985
C -4.06308 1.05837 -1.80723
C -3.21701 2.01066 -2.28575
C -2.22666 2.54674 -1.44919
C -2.08230 2.15847 -0.13227
N -0.98030 2.63674 0.58543
C -0.66777 3.88572 0.54088
N 0.63857 4.27898 0.67591
C 1.03011 5.52156 1.29670
C 1.72892 3.42428 0.25198
N -1.57049 4.94748 0.45649
C -2.92856 4.75896 0.91288
C -1.40310 5.94858 -0.57601
C -2.94659 1.13367 0.39373
N -1.70609 1.39846 4.97525
C -0.68075 0.38602 5.15075
C -1.91761 2.26934 6.10239
H -5.17230 0.16950 4.82595
H -5.13280 1.61704 5.85608
H -3.78488 0.46588 5.88129
H -5.48534 2.86293 3.64529
H -5.35627 1.36274 2.69579
H -4.24837 2.69383 2.38802
H -3.43933 -0.97755 3.01973
H -5.14594 -1.91500 1.48282
H -5.50869 -0.86352 -0.72781
H -4.80585 0.60154 -2.45112
H -3.25661 2.31299 -3.32446
H -1.49908 3.23526 -1.86366
H 0.15738 6.04381 1.67964
H 1.55146 6.17923 0.59076
H 1.71573 5.31737 2.12592
H 2.28953 3.90364 -0.55855
H 1.34074 2.47353 -0.09838
H 2.41907 3.23196 1.07855
H -2.91609 4.07181 1.75682
H -3.59454 4.35747 0.14137
H -3.32295 5.72087 1.25287
H -0.37305 5.95737 -0.92581
H -1.64988 6.94342 -0.19279
H -2.05503 5.73550 -1.43269
H -0.90235 -0.19496 6.05714
H 0.30871 0.83330 5.27382
H -0.65269 -0.29603 4.30045
H -2.65893 3.02781 5.85938
H -0.97606 2.76520 6.35986
H -2.25328 1.72333 6.99471
C -3.48158 -2.57540 -2.60819
C -2.44909 -2.40474 -1.59983
N -1.63334 -2.24912 -0.80906
H -3.58873 -3.62927 -2.86041
H -3.19639 -2.00803 -3.49634
H -4.42574 -2.19943 -2.21809
N 3.20211 -6.76170 -2.78405
C 3.81517 -7.49360 -3.77679
C 4.18191 -8.83140 -3.87512
C 4.79457 -9.22250 -5.05083
C 5.03328 -8.31127 -6.09144
C 4.66407 -6.98447 -5.98524
C 4.04225 -6.57087 -4.80798
N 3.57018 -5.32111 -4.44674
C 3.07966 -5.47420 -3.24826
C 2.44974 -4.41679 -2.44453
C 2.26429 -4.55925 -1.07271
C 1.65801 -3.53796 -0.36469
N 1.25483 -2.42025 -0.95879
C 1.41234 -2.27765 -2.27600
C 2.00826 -3.25181 -3.05795
H 2.83532 -7.10738 -1.91648
H 3.99966 -9.53539 -3.07285
H 5.09697 -10.25509 -5.17159
H 5.51590 -8.66158 -6.99500
H 4.84241 -6.27708 -6.78456
H 2.60136 -5.43700 -0.53566
H 1.47239 -3.58475 0.70685
H 1.01031 -1.38086 -2.72806
H 2.10647 -3.11078 -4.12490
O -2.30097 -0.85201 -5.12976
Cl -1.08262 -0.23823 -4.65087
O -0.97936 1.10252 -5.17892
O 0.05416 -1.02125 -5.07839
O -1.10389 -0.17867 -3.20429
Se -0.00463 -2.17248 2.40959

E_LUMO = 0.076 Ha
HOMO = -4.38 eV
Kohn-Sham gap = 6.46 eV
Total charge = -1

Here are the Mulliken charges for atoms 1 to 6, given in e: Bi 1.95; O -0.77; C -0.24; N 0.14; C -2.24; C 1.13


Here is one molecule with the formula C4H8O2 in a non-equilibrium geometry from OMol25. Energies are from the ωB97M-V functional and the def2-TZVPD basis.

Atoms and positions in Å:
C -1.22300 0.21078 -0.82829
C 0.17428 0.47042 -0.29283
O 0.46389 1.81762 -0.26504
C 0.07657 -1.09867 1.57698
C 0.72534 -0.20166 0.86055
O 1.17523 -0.65953 -1.09954
H -2.02182 0.81060 -0.35498
H -1.47890 -0.84015 -0.72322
H -1.20321 0.46193 -1.89133
H -0.19168 2.33672 -0.75938
H 0.54835 -1.52644 2.44324
H -0.90588 -1.45009 1.27750
H 1.72136 0.16631 1.08325
H 2.13946 -0.49784 -1.02691

Energy above the lowest of the compared OMol25 structures with the same formula, charge and spin = 2.9482 eV
E_LUMO = 0.026 Ha
HOMO = -8.61 eV
Kohn-Sham gap = 9.32 eV
SMILES = C=CC(C)(O)O

Here are the natural (NBO) charges for atoms 1 to 6, given in e: C -0.68; C 0.54; O -0.68; C -0.45; C -0.18; O -0.82


Here is one molecule with the formula C5H9NO3 in a non-equilibrium geometry from OMol25. Energies are from the ωB97M-V functional and the def2-TZVPD basis.

Atoms and positions in Å:
C 0.57091 -1.07573 1.06495
C -0.72175 -0.86157 0.25358
C -2.69092 0.36523 -0.61096
C 2.79182 0.38986 -1.20487
C -1.39318 0.28534 0.12252
N 2.13909 0.21077 -0.13360
O 1.57460 -1.09751 0.04801
O 1.87871 1.02102 0.75873
O -1.01463 1.42316 0.78229
H 0.70883 -2.13943 1.38720
H 0.62365 -0.24711 1.90460
H -0.97154 -1.76620 -0.32461
H -3.41152 0.24862 0.10284
H -2.88823 -0.29169 -1.33176
H -2.97097 1.29106 -0.89183
H 3.00365 1.33659 -1.55329
H 3.02342 -0.44040 -1.71838
H -0.25194 1.34797 1.34457

Energy above the lowest of the compared OMol25 structures with the same formula, charge and spin = 6.7549 eV
E_LUMO = 0.035 Ha
HOMO = -8.63 eV
Kohn-Sham gap = 9.59 eV
SMILES = C=[N+]([O-])OC/C=C(/C)O

Here are the natural (NBO) charges for atoms 1 to 6, given in e: C -0.14; C -0.37; C -0.65; C -0.22; C 0.36; N 0.37


Here is C19H26CoN14OPSe as an isolated structure from OMol25. Energies are from the ωB97M-V functional and the def2-TZVPD basis.

Atoms and positions in Å:
Co 0.31622 0.35173 -0.08759
C -0.67230 -4.71123 -1.87197
N -0.30344 -3.29722 -1.92500
C -0.08000 -2.57437 -3.06572
C 0.25665 -1.31281 -2.66966
N 0.24359 -1.26532 -1.30577
C -0.10365 -2.46598 -0.87946
P -0.14874 -2.88837 0.88442
C 1.35546 -1.95383 1.29367
N 1.55846 -0.66588 1.01510
C 2.78788 -0.33984 1.52132
C 3.32476 -1.44578 2.10998
N 2.41411 -2.45071 1.96299
C 2.58163 -3.81860 2.45641
C -1.27343 -1.54675 1.36365
N -1.10604 -0.27581 1.01817
C -2.09555 0.44605 1.62390
C -2.87120 -0.40997 2.34644
N -2.34158 -1.65927 2.17934
C -2.84472 -2.88213 2.80621
H -1.02175 -5.01161 -2.85517
H 0.18687 -5.31966 -1.59740
H -1.47428 -4.86109 -1.15386
H -0.17098 -3.01337 -4.04422
H 0.48897 -0.44912 -3.26817
H 3.18900 0.65152 1.45647
H 4.25785 -1.59256 2.62525
H 3.58478 -3.91099 2.86082
H 1.86055 -4.02804 3.24310
H 2.46229 -4.53016 1.64322
H -2.17815 1.51240 1.51454
H -3.73393 -0.23431 2.96506
H -3.78984 -2.65086 3.28770
H -3.00982 -3.65040 2.05513
H -2.14242 -3.24044 3.55547
N 3.54166 0.47619 -2.36390
C 2.87322 1.15991 -1.42499
N 3.55284 2.00415 -0.64064
O 1.62402 1.01829 -1.32805
H 4.50424 0.66647 -2.58401
H 3.01382 -0.10518 -2.99087
H 4.53184 2.19669 -0.76755
H 3.02659 2.51093 0.05836
Se 0.80831 2.11518 1.51357
C 0.17669 3.81980 0.93541
C -0.88595 4.41456 1.60164
C -1.29709 5.68026 1.19580
N -0.73556 6.35397 0.19711
C 0.29099 5.77858 -0.42758
C 0.78730 4.52567 -0.09767
H -1.37828 3.91464 2.42508
H -2.11994 6.17309 1.70126
H 0.73837 6.34836 -1.23415
H 1.61665 4.10645 -0.65109
N -3.91899 0.60839 -2.98014
N -2.89209 1.10699 -2.22041
N -2.75099 2.39335 -2.02606
C -1.60541 2.43186 -1.36036
N -1.09200 1.20881 -1.19199
N -1.95750 0.35886 -1.75145
H -4.71296 1.23131 -2.90064
H -4.10482 -0.34696 -2.70704
H -1.14226 3.34413 -1.04403

Energy above the lowest of the compared OMol25 structures with the same formula, charge and spin = 0.0000 eV
E_LUMO (alpha / beta) = -0.210 / -0.210 Ha
HOMO (alpha / beta) = -13.32 / -13.32 eV
Kohn-Sham gap (alpha / beta) = 7.61 / 7.60 eV
Total charge = +2

Here are the natural (NBO) charges for atoms 1 to 6, given in e: Co 1.01; C -0.41; N -0.30; C -0.05; C -0.06; N -0.50


Here is C4H8N4 as an isolated structure from OMol25. Energies are from the ωB97M-V functional and the def2-TZVPD basis.

Atoms and positions in Å:
C 1.58308 -1.75535 0.39142
C -0.38066 1.35927 -0.20671
C 0.95345 -0.42234 0.16706
N -0.26114 1.71208 -1.55492
C -1.42590 -0.86696 0.72345
N 1.38753 0.74587 0.10084
N -0.50189 -0.27989 0.07403
N -1.06877 1.99273 0.66356
H 0.44652 1.22512 -2.08232
H -1.14440 1.80168 -2.03654
H -1.19529 2.95901 0.37761
H 2.66369 -1.63902 0.43763
H 1.32990 -2.44941 -0.41450
H 1.24077 -2.19519 1.33339
H -2.36033 -0.33806 0.86942
H -1.26657 -1.84953 1.15659

Energy above the lowest of the compared OMol25 structures with the same formula, charge and spin = 3.6162 eV
E_LUMO (alpha / beta) = -0.002 / -0.002 Ha
HOMO (alpha / beta) = -7.92 / -7.92 eV
Kohn-Sham gap (alpha / beta) = 7.88 / 7.88 eV

Here are the natural (NBO) charges for atoms 1 to 6, given in e: C -0.68; C 0.61; C 0.30; N -0.87; C 0.02; N -0.43


Here is a 2-piece molecular cluster, C4H5NO overall in a non-equilibrium geometry from OMol25. Energies are from the ωB97M-V functional and the def2-TZVPD basis.

Atoms and positions in Å:
C 0.13447 0.38975 1.41014
C -0.85311 0.59308 0.28527
C -0.51564 1.11756 -0.86811
O -0.19439 1.53270 -1.91869
C 0.70036 -1.62127 -1.48493
N 1.12140 -2.32150 -0.66897
H 0.08862 -0.64433 1.76577
H 1.16051 0.57487 1.07941
H -0.08004 1.05964 2.24988
H -1.88614 0.27559 0.38801
H 0.32397 -0.95608 -2.23777

Energy above the lowest of the compared OMol25 structures with the same formula, charge and spin = 1.7499 eV
E_LUMO = 0.026 Ha
HOMO = -9.17 eV
Kohn-Sham gap = 9.88 eV
SMILES = CC=C=O.C#N

Here are the natural (NBO) charges for atoms 1 to 6, given in e: C -0.61; C -0.53; C 0.70; O -0.48; C 0.07; N -0.32


Energy in Eh, matching the order above: -5948.27606 -307.60409 -476.19593 -5706.57645 -376.11557 -285.35028